# 1
This record from the OMol25 dataset describes a cluster of 7 separate species, C30H39F3O4 in total at a distorted geometry. The level of theory is ωB97M-V with the def2-TZVPD basis set.

Its LUMO energy is 0.5 eV. The SMILES is Fc1ccccc1.Fc1ccccc1.Fc1ccccc1.CC(C)=O.CC(C)=O.CC(C)=O.CC(C)=O. The calculated total energy comes out at -1767.06094 hartree. The calculation puts the strongest force on any atom at 0.0343 hartree/bohr. As for the multiplicity: 1.

Positions of all 76 atoms, in Å:
1 F -4.271 1.325 3.998
2 C -3.731 1.937 2.942
3 C -2.592 2.742 3.078
4 C -2.009 3.268 1.947
5 C -2.555 3.017 0.675
6 C -3.647 2.174 0.568
7 C -4.249 1.642 1.705
8 H -2.233 2.944 4.079
9 H -1.140 3.903 2.050
10 H -2.074 3.395 -0.217
11 H -4.000 1.936 -0.427
12 H -5.152 1.053 1.599
13 F 4.426 0.298 -4.970
14 C 4.928 0.034 -3.741
15 C 4.108 -0.293 -2.682
16 C 4.636 -0.504 -1.418
17 C 6.028 -0.468 -1.256
18 C 6.834 -0.111 -2.318
19 C 6.290 0.163 -3.580
20 H 3.033 -0.283 -2.831
21 H 3.964 -0.744 -0.608
22 H 6.379 -0.627 -0.245
23 H 7.898 0.015 -2.165
24 H 6.878 0.433 -4.446
25 F -2.694 -2.254 2.294
26 C -3.984 -2.012 2.554
27 C -4.925 -2.335 1.575
28 C -6.271 -2.087 1.783
29 C -6.704 -1.753 3.073
30 C -5.759 -1.460 4.060
31 C -4.397 -1.621 3.792
32 H -4.546 -2.493 0.570
33 H -6.954 -2.335 0.982
34 H -7.730 -1.538 3.340
35 H -6.108 -1.100 5.016
36 H -3.684 -1.303 4.544
37 C -1.149 -0.400 -0.081
38 C -0.315 -0.647 -1.296
39 C -0.100 0.504 -2.229
40 O 0.269 -1.696 -1.460
41 H -2.180 -0.323 -0.453
42 H -0.905 0.539 0.413
43 H -1.178 -1.226 0.626
44 H 0.688 0.330 -2.953
45 H 0.054 1.423 -1.656
46 H -1.050 0.721 -2.731
47 C 1.180 5.218 -3.318
48 C 1.269 3.921 -2.533
49 C 2.452 3.019 -2.742
50 O 0.394 3.679 -1.728
51 H 1.470 6.039 -2.661
52 H 0.175 5.403 -3.683
53 H 1.900 5.225 -4.141
54 H 2.261 2.579 -3.730
55 H 2.435 2.176 -2.060
56 H 3.366 3.606 -2.773
57 C 1.822 0.479 1.792
58 C 3.289 0.824 1.841
59 C 3.785 1.890 0.898
60 O 4.057 0.264 2.589
61 H 1.169 1.331 1.594
62 H 1.446 0.027 2.708
63 H 1.719 -0.250 0.982
64 H 4.860 1.812 0.776
65 H 3.597 2.782 1.511
66 H 3.235 1.888 -0.037
67 C 0.295 -6.661 -0.182
68 C -0.590 -5.813 0.682
69 C -0.978 -4.443 0.203
70 O -1.057 -6.279 1.696
71 H 0.842 -6.082 -0.934
72 H -0.361 -7.217 -0.862
73 H 0.931 -7.303 0.415
74 H -1.057 -4.455 -0.886
75 H -0.150 -3.757 0.405
76 H -1.883 -4.082 0.680

# 2
This record from the OMol25 dataset describes a cluster of 6 separate species, C26H68N4O10 in total at a distorted geometry. The level of theory is ωB97M-V with the def2-TZVPD basis set.

Its LUMO energy is 0.6 eV. The SMILES is COCCNCCOC.COCCNCCOC.COCCNCCOC.COCCNCCOC.CO.CO. The calculated total energy comes out at -2002.55328 hartree. The calculation puts the strongest force on any atom at 0.0599 hartree/bohr. As for the multiplicity: 1.

Positions of all 108 atoms, in Å:
1 C 19.093 13.679 21.674
2 O 19.210 14.043 20.308
3 C 20.536 14.012 19.758
4 C 20.449 14.196 18.271
5 N 19.821 12.981 17.728
6 C 19.855 12.966 16.268
7 C 19.031 11.786 15.706
8 O 17.728 12.051 16.098
9 C 16.932 10.873 16.012
10 H 18.270 14.227 22.054
11 H 19.962 13.867 22.300
12 H 18.882 12.578 21.731
13 H 21.088 13.106 19.928
14 H 21.169 14.797 20.227
15 H 21.535 14.136 17.962
16 H 20.031 15.140 17.954
17 H 18.848 13.024 17.909
18 H 20.903 12.734 15.952
19 H 19.626 13.980 15.757
20 H 19.314 10.884 16.201
21 H 19.131 11.754 14.624
22 H 17.250 10.165 16.819
23 H 16.951 10.454 14.938
24 H 15.830 11.055 16.120
25 C 19.251 12.102 9.996
26 O 18.147 12.949 10.368
27 C 18.290 13.433 11.713
28 C 16.945 13.368 12.481
29 N 16.561 12.037 12.853
30 C 15.420 11.411 12.236
31 C 14.074 12.082 12.594
32 O 13.814 11.684 13.961
33 C 12.552 12.161 14.460
34 H 19.137 11.955 8.901
35 H 19.101 11.104 10.437
36 H 20.211 12.587 9.981
37 H 18.577 14.487 11.675
38 H 18.988 12.743 12.176
39 H 16.174 13.930 11.879
40 H 17.126 13.979 13.392
41 H 16.358 12.022 13.874
42 H 15.466 10.355 12.544
43 H 15.568 11.337 11.184
44 H 13.249 11.759 11.950
45 H 14.114 13.173 12.501
46 H 11.724 11.621 14.067
47 H 12.437 13.186 14.175
48 H 12.662 12.175 15.530
49 C 9.204 9.478 24.216
50 O 8.781 9.217 22.846
51 C 7.480 9.801 22.589
52 C 7.204 9.719 21.100
53 N 8.193 10.717 20.545
54 C 8.045 10.773 19.070
55 C 8.874 11.856 18.350
56 O 10.229 11.619 18.611
57 C 11.064 12.662 18.102
58 H 8.450 9.055 24.916
59 H 9.364 10.543 24.306
60 H 10.121 8.923 24.384
61 H 7.375 10.854 22.930
62 H 6.777 9.155 23.147
63 H 6.193 10.147 20.850
64 H 7.241 8.682 20.653
65 H 9.125 10.428 20.874
66 H 7.000 11.033 18.793
67 H 8.282 9.842 18.627
68 H 8.550 12.908 18.627
69 H 8.677 11.678 17.274
70 H 12.062 12.275 18.189
71 H 10.870 13.575 18.639
72 H 10.815 12.936 17.035
73 C 11.980 9.493 21.269
74 O 11.910 8.126 20.924
75 C 10.709 7.734 20.292
76 C 10.681 8.264 18.905
77 N 11.760 7.612 18.210
78 C 12.181 8.257 16.962
79 C 13.104 9.532 17.265
80 O 14.366 9.075 17.761
81 C 14.820 10.044 18.657
82 H 11.064 9.775 21.780
83 H 12.138 10.171 20.419
84 H 12.868 9.532 21.903
85 H 9.859 8.117 20.873
86 H 10.693 6.671 20.288
87 H 10.780 9.343 18.824
88 H 9.686 8.108 18.387
89 H 12.529 7.726 18.890
90 H 11.233 8.637 16.495
91 H 12.688 7.500 16.340
92 H 12.554 10.176 17.927
93 H 13.339 10.139 16.355
94 H 14.645 11.052 18.246
95 H 15.843 9.718 18.890
96 H 14.363 9.929 19.658
97 C 15.667 15.529 19.834
98 O 16.319 14.543 19.043
99 H 15.666 15.142 20.887
100 H 16.030 16.565 19.735
101 H 14.585 15.583 19.606
102 H 17.195 14.311 19.377
103 C 14.443 14.730 16.060
104 O 14.377 13.594 16.927
105 H 14.937 15.592 16.505
106 H 14.958 14.448 15.100
107 H 13.415 15.035 15.702
108 H 15.085 13.817 17.589

# 3
This record from the OMol25 dataset describes the ion C6H10N with charge +1 at a distorted geometry. The level of theory is ωB97M-V with the def2-TZVPD basis set.

Its LUMO energy is -6.1 eV. As for the charge: +1. The SMILES is CC1=[N+]=CC[C@@H]1C. The calculated total energy comes out at -288.99966 hartree. The calculation puts the strongest force on any atom at 0.1142 hartree/bohr. As for the multiplicity: 1.

Positions of all 17 atoms, in Å:
1 C 1.088 -1.332 -1.344
2 C -0.071 -0.613 -1.013
3 N -0.955 -0.001 -1.731
4 C -1.789 0.716 -1.040
5 C -1.611 0.684 0.371
6 C -0.452 -0.223 0.662
7 C 0.890 0.609 0.915
8 H 1.919 -0.601 -1.800
9 H 0.963 -1.895 -2.295
10 H 1.487 -1.880 -0.560
11 H -2.568 1.300 -1.469
12 H -1.672 1.492 1.120
13 H -2.584 0.067 0.484
14 H -0.472 -0.748 1.709
15 H 0.850 0.988 1.876
16 H 1.066 1.496 0.178
17 H 1.781 -0.034 0.904

# 4
This record from the OMol25 dataset describes the ion C11H12N3S with charge +1 at a distorted geometry. The level of theory is ωB97M-V with the def2-TZVPD basis set.

Its LUMO energy is -4.1 eV. As for the charge: +1. The SMILES is [NH3+]N1C=NC2=C(C1)c1ccccc1CS2. The calculated total energy comes out at -988.45242 hartree. The calculation puts the strongest force on any atom at 0.0698 hartree/bohr. As for the multiplicity: 1.

Positions of all 27 atoms, in Å:
1 N -0.891 3.768 0.145
2 N -1.331 2.363 -0.003
3 C -1.958 2.110 -1.315
4 N -2.130 0.963 -1.813
5 C -1.521 -0.195 -1.330
6 C -0.653 -0.099 -0.270
7 C -0.526 1.211 0.508
8 C 0.282 -1.236 -0.015
9 C 1.629 -1.039 0.380
10 C 2.575 -2.078 0.268
11 C 2.226 -3.286 -0.244
12 C 0.883 -3.484 -0.596
13 C -0.053 -2.517 -0.527
14 C -1.484 -2.782 -0.895
15 S -2.004 -1.539 -2.186
16 H -0.993 4.132 1.159
17 H -1.440 4.350 -0.481
18 H 0.140 3.851 0.110
19 H -2.365 2.905 -1.863
20 H -0.932 1.062 1.564
21 H 0.479 1.615 0.615
22 H 1.889 -0.065 0.768
23 H 3.612 -1.952 0.297
24 H 3.020 -3.962 -0.368
25 H 0.409 -4.419 -0.746
26 H -1.766 -3.740 -1.266
27 H -2.309 -2.523 -0.184

# 5
This record from the OMol25 dataset describes a structure of composition C22H35BrClF11IrN5O7S4SiTe at a distorted geometry. The level of theory is ωB97M-V with the def2-TZVPD basis set.

Its LUMO energy is -2.0 eV. The calculated total energy comes out at -8047.23531 hartree. The calculation puts the strongest force on any atom at 0.0320 hartree/bohr. As for the multiplicity: 1.

Positions of all 89 atoms, in Å:
1 Ir 0.245 -0.647 0.026
2 N -2.105 -2.816 1.384
3 C -2.465 -2.095 0.307
4 N -1.637 -1.366 -0.413
5 C -2.298 -0.693 -1.441
6 C -3.606 -0.985 -1.553
7 S -4.068 -2.108 -0.329
8 C -1.529 0.365 -2.084
9 C -1.870 1.193 -3.088
10 S -0.640 2.387 -3.312
11 C 0.285 1.680 -2.038
12 N -0.295 0.639 -1.504
13 N 1.522 2.110 -1.704
14 H -1.157 -2.649 1.722
15 H -2.813 -2.965 2.084
16 H -4.334 -0.539 -2.207
17 H -2.779 1.208 -3.662
18 H 1.749 3.071 -1.904
19 H 1.896 1.754 -0.823
20 F 3.163 1.511 2.575
21 Te 1.408 1.472 2.017
22 F 1.186 0.181 3.333
23 F 1.961 3.000 1.086
24 F -0.424 0.380 1.577
25 F 0.775 2.626 3.277
26 O 1.854 0.390 0.576
27 C 4.202 -0.564 -1.481
28 C 4.482 -1.871 -2.231
29 C 4.999 -2.874 -1.189
30 C 5.605 -1.640 -3.261
31 Si 2.935 -2.496 -3.148
32 Br 1.017 -2.280 -1.750
33 C 2.853 -4.390 -3.409
34 C 4.144 -4.836 -4.125
35 C 2.741 -5.176 -2.092
36 C 1.658 -4.806 -4.279
37 C 2.407 -1.457 -4.672
38 C 2.670 0.037 -4.453
39 C 0.911 -1.580 -5.007
40 C 3.217 -1.916 -5.900
41 H 5.134 -0.225 -1.017
42 H 3.489 -0.726 -0.675
43 H 3.842 0.238 -2.124
44 H 5.853 -2.418 -0.680
45 H 5.352 -3.802 -1.640
46 H 4.256 -3.097 -0.427
47 H 6.504 -1.329 -2.720
48 H 5.373 -0.855 -3.979
49 H 5.859 -2.546 -3.816
50 H 5.031 -4.679 -3.512
51 H 4.295 -4.332 -5.081
52 H 4.076 -5.909 -4.328
53 H 3.560 -4.984 -1.404
54 H 2.753 -6.244 -2.333
55 H 1.808 -4.969 -1.568
56 H 1.709 -4.403 -5.290
57 H 0.705 -4.510 -3.835
58 H 1.654 -5.897 -4.364
59 H 2.145 0.413 -3.577
60 H 2.298 0.587 -5.324
61 H 3.726 0.276 -4.343
62 H 0.290 -1.112 -4.242
63 H 0.573 -2.606 -5.135
64 H 0.728 -1.051 -5.948
65 H 4.295 -1.873 -5.736
66 H 2.988 -1.250 -6.739
67 H 2.960 -2.929 -6.212
68 Cl 3.211 -4.169 3.391
69 C 1.806 -3.117 3.151
70 C 1.810 -2.425 1.796
71 O 2.806 -2.257 1.136
72 O 0.598 -2.033 1.482
73 H 1.819 -2.346 3.919
74 H 0.905 -3.714 3.267
75 F -1.765 5.051 -0.271
76 C -2.125 4.535 0.909
77 F -3.412 4.782 1.113
78 F -1.407 5.113 1.865
79 S -1.835 2.717 0.889
80 O -0.387 2.636 0.654
81 O -2.654 2.209 -0.172
82 N -2.164 2.279 2.331
83 S -3.412 1.372 2.728
84 O -3.566 0.211 1.895
85 O -4.567 2.133 3.085
86 C -2.728 0.722 4.319
87 F -1.877 -0.279 4.081
88 F -3.740 0.250 5.048
89 F -2.098 1.661 5.014

# 6
This record from the OMol25 dataset describes a structure of composition C2H3NO3S at a distorted geometry. The level of theory is ωB97M-V with the def2-TZVPD basis set.

Its LUMO energy is 0.3 eV. The calculated total energy comes out at -756.54267 hartree. The calculation puts the strongest force on any atom at 0.0599 hartree/bohr. As for the multiplicity: 1.

Positions of all 10 atoms, in Å:
1 C -0.522 -0.500 -0.063
2 C -1.798 0.142 -0.021
3 N 0.441 -1.091 -0.178
4 O 2.417 0.685 1.363
5 O 1.755 1.278 -0.846
6 O 1.561 -1.514 -0.253
7 S 2.615 0.434 -0.053
8 H -1.847 0.593 -1.050
9 H -1.941 0.612 1.048
10 H -2.683 -0.639 0.053

# 7
This record from the OMol25 dataset describes a cluster of 2 separate species, C4H13N2 in total at a distorted geometry. The level of theory is ωB97M-V with the def2-TZVPD basis set.

Its LUMO energy (alpha / beta) is -12.0 / -13.6 eV. As for the charge: +2. The calculated total energy comes out at -268.81829 hartree. The calculation puts the strongest force on any atom at 0.0562 hartree/bohr. As for the multiplicity: 2.

Positions of all 19 atoms, in Å:
1 N -2.121 1.460 -2.098
2 C 2.191 -0.438 -1.008
3 C 1.024 0.458 -0.469
4 N 0.015 -0.353 0.106
5 C -0.153 -0.151 1.465
6 C -0.805 -1.344 2.187
7 H -1.533 1.195 -1.304
8 H -2.202 0.788 -2.872
9 H 2.833 -0.802 -0.216
10 H 2.703 0.209 -1.720
11 H 1.779 -1.248 -1.612
12 H 0.549 0.974 -1.321
13 H 1.447 1.294 0.100
14 H -2.913 2.112 -1.985
15 H -0.782 0.751 1.656
16 H 0.783 0.067 2.026
17 H -1.447 -1.925 1.522
18 H -0.018 -2.038 2.480
19 H -1.352 -1.009 3.063

# 8
This record from the OMol25 dataset describes the molecule C4H11N3S at a distorted geometry. The level of theory is ωB97M-V with the def2-TZVPD basis set.

Its LUMO energy is 0.7 eV. The SMILES is CNNC(=S)[C@@H](C)N. The calculated total energy comes out at -721.43359 hartree. The calculation puts the strongest force on any atom at 0.0256 hartree/bohr. As for the multiplicity: 1.

Positions of all 19 atoms, in Å:
1 C -2.987 -0.091 0.401
2 N -2.072 -0.108 -0.757
3 N -0.743 -0.317 -0.343
4 C 0.106 0.656 -0.006
5 S -0.326 2.257 0.040
6 C 1.546 0.208 0.347
7 C 1.834 -1.260 0.101
8 N 2.564 1.011 -0.311
9 H -3.969 0.135 0.028
10 H -2.700 0.626 1.178
11 H -3.000 -1.086 0.838
12 H -2.103 0.802 -1.199
13 H -0.433 -1.242 -0.476
14 H 1.633 0.418 1.445
15 H 1.726 -1.559 -0.955
16 H 2.897 -1.454 0.385
17 H 1.182 -1.904 0.708
18 H 2.466 0.922 -1.316
19 H 2.379 1.985 -0.107

# 9
This record from the OMol25 dataset describes a structure of composition C34H38N5O9Rb at a distorted geometry. The level of theory is ωB97M-V with the def2-TZVPD basis set.

Its LUMO energy is 4.0 eV. As for the charge: -2. The calculated total energy comes out at -2293.45856 hartree. The calculation puts the strongest force on any atom at 0.0264 hartree/bohr. As for the multiplicity: 1.

Positions of all 87 atoms, in Å:
1 Rb -0.092 0.111 -1.968
2 O -3.380 2.995 -2.219
3 C -2.834 4.106 -2.893
4 C -2.268 3.739 -4.257
5 N -1.332 2.635 -4.233
6 C -1.249 1.954 -5.517
7 C -0.520 0.585 -5.518
8 O 0.078 0.310 -6.576
9 O -0.644 -0.125 -4.478
10 C -0.029 3.006 -3.705
11 C 0.160 2.839 -2.176
12 O -0.823 2.435 -1.491
13 O 1.314 3.061 -1.754
14 H -2.583 2.496 -1.949
15 H -3.628 4.845 -3.032
16 H -2.049 4.563 -2.282
17 H -3.093 3.460 -4.915
18 H -1.806 4.656 -4.677
19 H -2.267 1.742 -5.851
20 H -0.770 2.570 -6.291
21 H 0.732 2.376 -4.170
22 H 0.229 4.047 -3.953
23 O -3.619 0.439 0.838
24 C -4.083 -0.880 0.654
25 C -4.253 -1.261 -0.798
26 C -5.354 -1.976 -1.253
27 C -5.389 -2.367 -2.585
28 C -4.337 -2.023 -3.414
29 C -3.289 -1.283 -2.883
30 N -3.250 -0.915 -1.600
31 H -2.928 0.606 0.182
32 H -5.039 -0.963 1.172
33 H -3.394 -1.605 1.104
34 H -6.164 -2.214 -0.574
35 H -6.234 -2.927 -2.969
36 H -4.319 -2.315 -4.457
37 H -2.448 -0.971 -3.497
38 C 2.480 2.044 4.986
39 O 3.650 1.552 4.323
40 C 3.778 0.185 4.412
41 C 4.403 -0.402 5.491
42 C 4.502 -1.787 5.576
43 C 3.939 -2.558 4.567
44 C 3.301 -1.971 3.482
45 C 3.226 -0.577 3.373
46 N 2.598 0.115 2.358
47 C 1.761 -0.406 1.339
48 N 2.336 -1.402 0.610
49 C 1.755 -2.169 -0.468
50 C 0.372 -2.363 -0.589
51 C 0.027 -3.110 -1.732
52 C 0.938 -3.627 -2.654
53 C 2.300 -3.458 -2.439
54 C 2.697 -2.740 -1.326
55 O 4.056 -2.581 -1.052
56 C 4.597 -3.716 -0.400
57 N 0.592 0.057 1.164
58 C 0.098 1.037 2.039
59 C 0.284 2.391 1.731
60 C -0.165 3.395 2.576
61 C -0.831 3.058 3.751
62 C -1.062 1.723 4.044
63 C -0.623 0.709 3.194
64 O -0.933 -0.550 3.601
65 C -0.761 -1.661 2.709
66 H 2.485 3.126 4.878
67 H 2.492 1.782 6.047
68 H 1.567 1.646 4.532
69 H 4.815 0.238 6.262
70 H 4.997 -2.250 6.421
71 H 3.986 -3.639 4.623
72 H 2.850 -2.586 2.714
73 H 2.462 1.098 2.528
74 H 3.342 -1.410 0.628
75 H -1.030 -3.312 -1.918
76 H 0.598 -4.159 -3.538
77 H 3.044 -3.855 -3.119
78 H 4.597 -4.591 -1.056
79 H 4.028 -3.965 0.502
80 H 5.623 -3.477 -0.121
81 H 0.757 2.631 0.780
82 H -0.012 4.433 2.303
83 H -1.193 3.828 4.423
84 H -1.608 1.427 4.933
85 H -1.422 -2.441 3.091
86 H 0.265 -2.026 2.733
87 H -1.004 -1.436 1.674

Question: What is the strongest force on any atom in the second record?
Answer: 0.0599 hartree/bohr

Question: Which of these has the highest strongest force on any atom?
Answer: C6H10N

Question: Look up the calculated total energy of the ninth one.
Answer: -2293.45856 hartree